This record from OMol25 describes a molecular structure, C6H14CeClI2NO3P. The level of theory is wB97M-V/def2-TZVPD.

Summary:
- HOMO-LUMO gap (alpha / beta) (hartree) = 0.1971 / 0.1972
- ΔE to the lowest compared entry with this formula, charge and spin (kJ/mol) = 70.7
- E_LUMO (alpha / beta) (hartree) = -0.5093 / -0.5092
- total energy (eV) = -64994.84692
- charge = +3

Each line ends with the Mulliken charge.
Positions of all 29 atoms, in Å:
I: 2.65192 0.73312 0.02817  0.38
I: 1.33516 -1.83239 -1.28662  0.21
Ce: -0.70795 0.21406 0.45663  1.32
P: 0.20080 1.18020 -2.38250  0.29
C: 1.66274 0.96270 -3.47107  -1.01
C: -1.10624 0.77210 -3.59625  -1.11
H: -0.78529 3.31761 -1.83858  0.37
H: 0.00574 3.34950 -3.45395  0.45
H: 0.99490 3.42305 -1.95281  0.35
C: 0.09300 3.00742 -2.41382  -1.11
H: -2.08129 0.85734 -3.10450  0.36
H: -1.04663 1.46532 -4.44522  0.44
H: 1.51628 1.53499 -4.39858  0.38
H: 1.78546 -0.10020 -3.70025  0.43
H: -0.96013 -0.25766 -3.93827  0.36
H: 2.55952 1.31190 -2.94997  0.40
C: 3.40736 -1.73277 1.28442  0.06
O: 3.57565 -2.80130 1.63199  -0.08
Cl: -2.75074 1.55855 -0.27693  -0.22
N: -1.35361 -2.69342 4.34026  -0.27
C: -0.81695 -1.30460 4.48923  -0.55
C: -0.78671 -0.76485 3.09112  1.14
O: -0.50066 0.45169 2.82249  -0.64
O: -1.07794 -1.57413 2.14322  -0.76
H: -2.37156 -2.69728 4.48939  0.38
H: -0.95308 -3.34786 5.02053  0.38
H: -1.18106 -2.99586 3.35867  0.35
H: -1.48745 -0.71089 5.11611  0.37
H: 0.17873 -1.32635 4.93709  0.33

---

This record from OMol25 describes a molecular structure, C6H14ClO10Zr. The level of theory is wB97M-V/def2-TZVPD.

Summary:
- HOMO-LUMO gap (alpha / beta) (hartree) = 0.2377 / 0.2390
- ΔE to the lowest compared entry with this formula, charge and spin (kJ/mol) = 0.0
- E_LUMO (alpha / beta) (hartree) = -0.3013 / -0.3011
- <S²> = 0.8096
- 2S+1 = 2
- total energy (eV) = -40711.86540
- charge = +2

Each line ends with the Mulliken charge.
Positions of all 32 atoms, in Å:
Zr: 30.66852 13.78208 4.18150  1.41
C: 33.28085 16.21262 2.27906  -0.27
C: 33.40601 14.79232 2.68880  -0.19
C: 34.64522 14.02867 2.03661  0.60
O: 34.62498 12.82642 2.13899  -0.55
C: 35.62224 14.74180 1.25567  -0.45
C: 35.46362 16.07125 0.99141  0.30
C: 34.20929 16.79900 1.51413  0.20
O: 33.91844 17.97346 1.16120  -0.53
O: 36.39689 16.55898 0.23819  -0.45
O: 32.51520 14.11386 3.30854  0.05
H: 32.48975 16.84316 2.65720  0.71
H: 36.50591 14.27192 0.84978  0.51
Cl: 29.99584 16.18580 5.04851  -0.33
O: 30.38966 12.32088 2.59896  -0.40
H: 29.57651 11.82256 2.51713  0.29
H: 30.93683 12.00728 1.87890  0.29
O: 30.32523 14.99818 2.14312  -0.46
H: 30.94779 15.39212 1.53202  0.25
H: 29.46883 15.30246 1.84273  0.29
O: 28.48146 13.74007 3.89437  -0.38
H: 28.01853 13.39608 3.13044  0.30
H: 27.78804 14.06256 4.47005  0.29
O: 32.34251 14.18344 5.81529  -0.47
H: 32.35931 14.07954 6.76669  0.31
H: 33.26319 14.26537 5.56653  0.25
O: 29.82858 13.11040 6.02107  -0.41
H: 30.12620 12.33903 6.50340  0.30
H: 29.27028 13.58019 6.64061  0.32
O: 31.79095 11.89708 4.67107  -0.37
H: 31.31126 11.08845 4.85067  0.33
H: 32.70157 11.68694 4.87803  0.26

---

This record from OMol25 describes a single C6H14ClO5PS molecule. The level of theory is wB97M-V/def2-TZVPD.

Summary:
- HOMO-LUMO gap (hartree) = 0.3262
- ΔE to the lowest compared entry with this formula, charge and spin (kJ/mol) = 150.2
- E_LUMO (hartree) = 0.0231
- SMILES = CCOP(=O)(OCC)O[S@](C)(=O)=CCl
- total energy (eV) = -49331.02140

Each line ends with the Mulliken charge.
Positions of all 28 atoms, in Å:
C: -1.96884 2.17632 0.69626  -0.83
C: -2.38402 -3.11356 -0.19645  -0.86
C: 1.97914 1.91190 1.45494  -0.72
C: -2.39821 0.84159 -0.04933  -0.51
C: -0.88312 -2.91096 -0.58622  -0.20
C: 3.77048 0.62692 -0.80277  -0.63
O: -0.21980 -0.05050 2.07970  -0.74
O: 1.23009 -0.13954 -0.14750  -0.23
O: 1.70148 2.08088 -1.16635  -0.62
O: -1.29929 -0.01218 -0.40431  -0.26
O: -0.18760 -2.16282 0.46276  -0.35
P: -0.15226 -0.56026 0.68434  0.84
S: 2.22138 1.18589 -0.17858  1.14
Cl: 4.68001 -0.18409 0.49690  -0.21
H: -2.92575 2.60286 1.09953  0.36
H: -1.21537 1.74795 1.39210  0.29
H: -1.62465 2.83217 -0.18252  0.23
H: -2.40910 -3.25399 0.87917  0.34
H: -2.77296 -2.08966 -0.20549  0.14
H: -2.91242 -3.71250 -1.00458  0.33
H: 1.06822 1.47840 1.79086  0.15
H: 2.64773 1.47618 2.21680  0.30
H: 2.16309 2.93352 1.53412  0.40
H: -2.83333 1.09277 -0.97825  0.41
H: -3.11538 0.36630 0.59729  0.35
H: -0.72781 -2.47606 -1.59396  0.28
H: -0.29372 -3.89314 -0.73559  0.30
H: 4.16378 1.59040 -1.03961  0.30

---

This record from OMol25 describes a molecular structure, C6H14CsN2O2. The level of theory is wB97M-V/def2-TZVPD.

Summary:
- HOMO-LUMO gap (hartree) = 0.3209
- ΔE to the lowest compared entry with this formula, charge and spin (kJ/mol) = 115.5
- E_LUMO (hartree) = -0.1295
- total energy (eV) = -14067.94747
- charge = +1

Each line ends with the Mulliken charge.
Positions of all 25 atoms, in Å:
Cs: 31.56806 3.57290 2.37742  1.05
C: 31.35635 0.19100 4.04616  -0.74
C: 31.53465 -0.09515 5.52563  0.74
O: 31.29481 -1.19710 5.96940  -0.59
N: 32.04185 0.91717 6.27858  -0.16
C: 32.34166 0.75402 7.68233  -0.85
H: 32.31511 0.02247 3.54712  0.31
H: 30.92299 1.15375 3.76735  -0.09
H: 30.68889 -0.57031 3.64597  0.31
H: 32.17175 1.82461 5.87136  0.14
H: 33.42021 0.74677 7.86025  0.28
H: 31.91780 -0.18454 8.02045  0.32
H: 31.92376 1.57854 8.26089  0.30
C: 31.54663 7.98757 -0.43421  -1.00
C: 31.95820 6.54858 -0.29214  0.52
O: 31.30377 5.74226 0.36874  -0.61
N: 33.09534 6.20521 -0.95539  -0.18
C: 33.67370 4.88970 -0.76006  -0.67
H: 30.50056 8.09901 -0.16517  0.31
H: 31.69483 8.33155 -1.45603  0.36
H: 32.13310 8.58171 0.26650  0.26
H: 33.28181 6.65742 -1.83503  0.28
H: 33.97023 4.79552 0.28343  0.14
H: 34.54995 4.77440 -1.39023  0.32
H: 32.96938 4.09714 -1.03249  0.25

---

This record from OMol25 describes a molecular structure, C6H14CsN2O2. The level of theory is wB97M-V/def2-TZVPD.

Summary:
- HOMO-LUMO gap (hartree) = 0.3609
- ΔE to the lowest compared entry with this formula, charge and spin (kJ/mol) = 112.4
- E_LUMO (hartree) = -0.1019
- total energy (eV) = -14067.97947
- charge = +1

Each line ends with the Mulliken charge.
Positions of all 25 atoms, in Å:
Cs: -0.21034 0.80673 0.17268  1.06
C: -0.42041 2.32283 -4.03155  -1.05
C: 0.44361 1.09225 -3.78310  0.62
O: 0.71709 0.68808 -2.65901  -0.62
N: 0.93031 0.46213 -4.89169  -0.17
C: 1.82154 -0.56370 -4.93672  -0.90
H: -1.16107 2.23757 -4.82670  0.38
H: 0.30495 3.05273 -4.39099  0.30
H: -0.94595 2.52250 -3.09773  0.22
H: 0.40712 0.71209 -5.71866  0.25
H: 1.61127 -0.90523 -5.95025  0.35
H: 1.51138 -1.40414 -4.31579  0.32
H: 2.85948 -0.24210 -4.85091  0.27
C: -1.57614 -2.39256 3.58711  -1.12
C: -0.93140 -1.04466 3.83585  0.55
O: -0.89271 -0.24815 2.87850  -0.60
N: -0.29333 -0.74554 4.98379  -0.19
C: 0.23759 0.59799 5.38252  -0.77
H: -2.21869 -2.41253 2.70686  0.30
H: -2.38561 -2.42941 4.31616  0.33
H: -0.87153 -3.22416 3.57911  0.34
H: 0.01168 -1.62169 5.38308  0.24
H: 0.23171 0.56950 6.47213  0.33
H: -0.42826 1.43114 5.15760  0.28
H: 1.24771 0.73834 4.99771  0.27

---

This record from OMol25 describes a molecular structure, C6H14CuMgO4. The level of theory is wB97M-V/def2-TZVPD.

Summary:
- HOMO-LUMO gap (alpha / beta) (hartree) = 0.1418 / 0.2568
- ΔE to the lowest compared entry with this formula, charge and spin (kJ/mol) = 0.0
- E_LUMO (alpha / beta) (hartree) = -0.4975 / -0.4984
- <S²> = 2.0062
- 2S+1 = 3
- total energy (eV) = -64689.21573
- charge = +3

Each line ends with the Mulliken charge.
Positions of all 26 atoms, in Å:
O: 3.19209 0.21398 2.42470  -0.44
Mg: 4.59629 -0.47704 3.51713  1.42
C: 3.00349 1.52997 1.91468  -0.45
H: 2.02803 1.93920 2.20641  0.24
H: 2.80769 1.36738 0.73853  0.22
H: 3.85088 2.18440 2.13736  0.35
O: 1.69308 0.44777 -0.56100  -0.43
C: 1.86821 -0.84139 -0.23066  -0.07
C: 0.70673 -1.77065 -0.48408  -0.40
O: -0.47850 -0.99295 -0.29292  -0.32
C: -1.70031 -1.51278 -0.80585  -0.41
C: -2.72494 -0.41740 -0.63215  -0.40
O: -2.15649 0.80648 -1.12290  -0.18
C: -3.10683 1.86935 -1.23641  -0.66
Cu: -0.21307 0.87116 -0.84990  0.47
H: 2.56576 -0.46137 1.78426  0.41
H: 2.85074 -1.27001 -0.47854  0.50
H: 0.70767 -2.63511 0.19462  0.31
H: 0.71573 -2.14784 -1.52297  0.37
H: -2.00526 -2.40925 -0.25001  0.34
H: -1.56976 -1.76986 -1.86794  0.38
H: -2.98717 -0.27923 0.42670  0.40
H: -3.63108 -0.65462 -1.20459  0.40
H: -2.56952 2.76159 -1.56969  0.29
H: -3.86982 1.59458 -1.97470  0.28
H: -3.57366 2.05366 -0.26006  0.36

---

This record from OMol25 describes a gas-phase ion, C6H14F2N4O2 (charge +2). The level of theory is wB97M-V/def2-TZVPD.

Summary:
- HOMO-LUMO gap (hartree) = 0.4015
- ΔE to the lowest compared entry with this formula, charge and spin (kJ/mol) = 103.9
- E_LUMO (hartree) = -0.2505
- SMILES = C[N@@H+]1N[C@@](N[NH3+])(OCF)C=C1OCF
- total energy (eV) = -21916.60310
- charge = +2

Each line ends with the Mulliken charge.
Positions of all 28 atoms, in Å:
C: -0.32167 0.90010 -0.16685  -1.46
C: -1.38681 0.17593 -0.44051  0.32
C: 0.92286 0.02493 -0.11576  1.35
C: -1.94424 -2.13093 0.20442  -0.74
C: -3.19486 1.63917 -0.12255  -0.05
C: 2.51659 1.58782 -1.06910  -0.10
N: 0.19457 -1.50905 -0.51843  -0.69
N: 1.45418 -0.22885 1.20325  -0.20
N: -1.16068 -1.27119 -0.73857  0.43
N: 2.78788 -0.83538 1.48813  -0.30
O: -2.69409 0.39685 -0.45544  -0.46
O: 1.78332 0.35077 -1.11082  -0.44
F: -2.68910 1.97459 1.12870  -0.26
F: 3.40507 1.58707 0.00934  -0.32
H: -0.38878 1.93993 -0.14484  0.57
H: -1.68165 -3.19693 -0.17490  0.33
H: -1.72282 -1.82330 1.24345  0.30
H: -2.92307 -1.79970 0.21166  0.44
H: -4.30617 1.79997 0.06929  0.27
H: -2.66920 2.46939 -0.84706  0.25
H: 1.74118 2.31718 -1.07046  0.33
H: 3.02269 1.50832 -1.92730  0.33
H: 0.63782 -1.82219 -1.35968  0.29
H: 0.92314 0.34310 1.82135  0.27
H: -1.41521 -1.29176 -1.65942  0.34
H: 2.76727 -1.85373 1.04779  0.42
H: 2.72278 -1.07903 2.43687  0.34
H: 3.61901 -0.17311 1.05745  0.44

---

This record from OMol25 describes 2 unconnected molecules or ions with the total composition C6H14FO3PS. The level of theory is wB97M-V/def2-TZVPD.

Summary:
- HOMO-LUMO gap (hartree) = 0.3382
- E_LUMO (hartree) = 0.0212
- total energy (eV) = -35431.33538

Each line ends with the Mulliken charge.
Positions of all 26 atoms, in Å:
O: 4.66982 1.12107 1.53415  -0.36
C: 4.74708 0.38362 0.68364  0.49
F: 5.75240 -0.49549 0.63082  -0.26
C: 3.76706 0.23558 -0.46781  -0.53
P: 2.82693 1.81464 -0.78958  -0.03
C: 1.35451 1.66138 0.36060  -0.46
C: 0.46378 0.52758 -0.17329  -0.55
O: -0.08630 -0.21623 0.92302  -0.50
H: 3.08136 -0.53938 -0.13610  0.23
H: 4.26779 -0.06119 -1.38098  0.42
H: 3.57914 2.91410 -0.31811  0.03
H: 0.83992 2.60979 0.45370  0.36
H: 1.77437 1.35919 1.31910  0.28
H: -0.34078 0.94213 -0.77164  0.34
H: 1.01583 -0.17302 -0.80323  0.27
H: 0.63287 -0.78541 1.21500  0.28
C: -3.88748 -1.72796 -1.44049  -0.90
S: -4.20586 -0.20271 -0.54047  0.45
O: -3.06162 0.70557 -0.79947  -0.55
C: -3.96198 -0.90125 1.09877  -0.85
H: -3.94606 -1.51147 -2.50541  0.32
H: -2.89132 -2.09783 -1.19572  0.26
H: -4.64294 -2.46888 -1.17757  0.36
H: -2.95942 -1.32396 1.17231  0.22
H: -4.71466 -1.66900 1.28144  0.38
H: -4.07443 -0.10089 1.82732  0.31

---

This record from OMol25 describes a molecular structure, C6H14FeO3Se3Te. The level of theory is wB97M-V/def2-TZVPD.

Summary:
- HOMO-LUMO gap (alpha / beta) (hartree) = 0.2124 / 0.2039
- ΔE to the lowest compared entry with this formula, charge and spin (kJ/mol) = 40.3
- E_LUMO (alpha / beta) (hartree) = -0.0433 / -0.0556
- <S²> = 6.3187
- 2S+1 = 5
- total energy (eV) = -250309.98771

Each line ends with the Mulliken charge.
Positions of all 28 atoms, in Å:
Fe: 1.61956 -0.64300 -0.89605  0.77
C: -1.74150 -2.57062 1.68059  -0.82
O: -1.25730 -1.78490 0.62719  -0.15
C: -2.25951 -1.12368 -0.10014  -0.65
C: -1.61181 -0.39773 -1.22415  -0.64
O: -0.49184 0.31144 -0.71632  0.33
C: -0.33062 1.66553 -1.11054  -0.69
C: 0.41935 2.30841 0.01885  -0.63
O: 1.46811 1.43915 0.41092  -0.19
C: 2.19791 1.93608 1.51490  -0.81
H: -2.29659 -1.95325 2.40250  0.31
H: -0.89261 -3.02626 2.18653  0.23
H: -2.41019 -3.36976 1.33771  0.31
H: -2.83289 -0.41782 0.52555  0.33
H: -2.99364 -1.82445 -0.53310  0.40
H: -2.35729 0.31908 -1.59672  0.36
H: -1.32448 -1.03736 -2.05866  0.25
H: -1.31779 2.13401 -1.19447  0.44
H: 0.19071 1.73836 -2.07382  0.21
H: -0.25189 2.49550 0.86427  0.42
H: 0.82041 3.27822 -0.30604  0.42
H: 1.53063 2.09039 2.36927  0.31
H: 2.70982 2.87122 1.27399  0.32
H: 2.94713 1.19432 1.77309  0.24
Se: 2.64226 0.22271 -2.93715  -0.38
Se: 4.04774 -0.20448 -1.11630  -0.28
Te: 2.63653 -2.66506 0.38670  -0.02
Se: 1.13975 -2.98603 -1.50860  -0.37

---

This record from OMol25 describes a gas-phase ion, C6H14IN4 (charge +1). The level of theory is wB97M-V/def2-TZVPD.

Summary:
- HOMO-LUMO gap (hartree) = 0.2963
- ΔE to the lowest compared entry with this formula, charge and spin (kJ/mol) = 0.0
- E_LUMO (hartree) = -0.1441
- SMILES = C/C=[NH+]/[C@H]1CNCN[C@H]1NI
- total energy (eV) = -20501.32770
- charge = +1

Each line ends with the Mulliken charge.
Positions of all 25 atoms, in Å:
C: -1.17124 -0.59721 -0.80270  -0.83
C: -0.74177 -2.90334 -0.35803  -0.67
C: -0.17224 -0.07659 0.33100  -0.17
C: 0.78175 -1.32150 0.71069  -0.18
C: 0.34249 2.33987 0.11827  0.25
C: 1.29364 3.31629 -0.50994  -1.11
N: -1.74288 -1.87556 -0.61851  -0.20
N: 0.13979 -2.60378 0.83165  -0.34
N: 1.81618 -1.41691 -0.30098  -0.77
N: 0.50069 1.09836 -0.07261  -0.02
I: 3.44151 -0.14240 0.03387  0.19
H: -2.11525 0.07523 -0.93606  0.38
H: -0.69462 -0.66821 -1.78772  0.29
H: -1.26499 -3.85246 -0.01083  0.38
H: -0.16528 -2.93702 -1.26857  0.33
H: -0.79411 0.00601 1.19669  0.33
H: 1.11251 -1.10623 1.72314  0.39
H: -0.38857 2.60138 0.90378  0.41
H: 0.94250 4.18296 -0.99823  0.39
H: 2.09405 2.90733 -1.06874  0.30
H: 1.74910 3.74586 0.40060  0.32
H: -2.69240 -2.03006 -0.35679  0.26
H: -0.19993 -2.93638 1.71052  0.30
H: 2.03974 -2.46489 -0.28440  0.38
H: 1.22681 0.83149 -0.89269  0.39